DFT (ωB97M-V/def2-TZVPD) results for a gas-phase ion, C17H14BrN6 (charge +1) in a non-equilibrium geometry.

CARTESIAN COORDINATES (ANGSTROEM)
Br (-2.81439, 5.47095, -2.28184)
N (3.40482, 1.66128, -0.74686)
N (1.57844, -6.00439, 3.55565)
N (0.95811, 1.80838, -0.88163)
C (4.23041, 0.78819, -0.21928)
C (1.15603, -5.98337, 2.28876)
C (1.51211, -4.86001, 4.29215)
C (-0.18146, 1.24593, -0.44168)
C (-3.84300, 1.53433, -1.52122)
C (-3.93157, 2.88392, -1.88480)
C (-2.64207, 0.97836, -1.09387)
C (-1.59323, 3.12285, -1.20948)
C (0.62852, -4.81087, 1.71485)
C (1.02923, -3.67599, 3.78476)
C (-0.15001, 0.11844, 0.37025)
C (-2.79431, 3.68278, -1.70603)
C (-1.47419, 1.77741, -0.87938)
C (0.52815, -3.66922, 2.49494)
C (2.11614, 1.23767, -0.45138)
C (1.06542, -0.49271, 0.68435)
N (3.53893, -0.20185, 0.45184)
N (1.14187, -1.67345, 1.45705)
N (2.17240, 0.10674, 0.28604)
C (-0.03115, -2.42073, 1.90420)
H (5.30556, 0.83995, -0.33160)
H (1.16935, -6.90412, 1.71277)
H (1.89543, -4.84846, 5.34241)
H (-4.66372, 0.85435, -1.68928)
H (-4.87603, 3.29479, -2.30746)
H (-2.62210, -0.10022, -0.91121)
H (-0.74857, 3.80391, -1.11092)
H (0.25264, -4.86612, 0.72101)
H (0.90244, -2.77484, 4.36646)
H (-1.08131, -0.19179, 0.73981)
H (3.94209, -1.06720, 0.76861)
H (2.04411, -2.13522, 1.56291)
H (-0.65513, -2.66992, 1.03823)
H (-0.63399, -1.79863, 2.62977)

HOMO-LUMO gap   0.28794 hartree
Relative energy (zero: lowest compared OMol25 entry of this formula, charge and spin)   0.000 eV
Molecular weight   382.245 u
Total charge   +1
DFT total energy   -3558.50636 Ha
Structure (SMILES)   Brc1cccc(-c2cc(NCc3ccncc3)[n+]3[nH]cnc3n2)c1